# 1
Here is a structure of composition C5H12O at a distorted geometry from OMol25. Energies are from ωB97M-V/def2-TZVPD.

Output
- Lowest unoccupied orbital energy (spin up / spin down): -1.2 / -0.5 eV
- Relative energy (zero: lowest compared OMol25 entry of this formula, charge and spin): 114.75 kcal per mole
- E_HOMO (spin up / spin down): -0.28602 / -0.34028 Ha
- Energy: -7422.3351 eV
- Frontier orbital gap (spin up / spin down): 6.536 / 8.727 eV
- Maximum force: 1.3 eV Å⁻¹
- Total charge: 0

Element x y z (Å)
C  -0.7255  0.5456  1.4107
H  -0.9366  -2.3601  -0.5345
H  2.2990  1.2480  0.2923
O  0.9792  -0.9147  0.5098
H  -1.2524  -2.1223  1.1967
H  -0.0881  1.4391  1.4282
H  -2.2949  -1.3142  -0.0022
H  -1.7668  0.8674  1.2683
C  -0.3590  0.1985  -1.0592
C  -1.2712  -1.6364  0.2151
H  2.1239  1.9374  -1.3948
C  -0.2329  -0.4309  0.3162
H  2.6144  0.1865  -1.1504
H  -0.6389  0.0555  2.3867
H  0.7741  0.8453  -0.9442
H  -1.2004  0.8657  -1.2886
H  -0.1074  -0.4598  -1.8954
C  2.0834  1.0493  -0.7547

Atomic partial charges in e from the Mulliken method, atoms 1 to 4: number 1, C, carries -1.434; number 2, H, carries 0.390; number 3, H, carries 0.293; number 4, O, carries -0.655

---

# 2
Here is a cluster of 3 separate species, C22H41Br2N2O4P in total at a distorted geometry from OMol25. Energies are from ωB97M-V/def2-TZVPD.

Output
- Lowest unoccupied orbital energy: 0.2 eV
- E_HOMO: -0.33941 Ha
- Energy: -184022.2765 eV
- Frontier orbital gap: 9.431 eV
- Maximum force: 1.5 eV Å⁻¹
- Total charge: 0

Element x y z (Å)
H  1.4884  1.8449  -3.1539
H  2.1673  -2.1969  4.4743
H  -0.4115  2.2508  -2.0650
H  0.2942  -3.3164  4.6680
H  -3.3100  1.0284  -5.0192
H  2.9908  0.0799  -1.7967
H  -1.4276  -3.5285  4.3511
H  2.8825  -0.8613  5.3788
C  -2.8198  1.1234  -1.4422
H  1.0565  -0.6050  2.9419
H  -2.3039  -3.2436  1.9283
H  4.8530  1.7505  -1.6250
C  -3.8634  -0.9051  -0.3629
O  3.0484  -0.3897  2.7257
Br  -5.8774  2.3294  0.5846
C  5.4500  -0.6451  -0.7098
C  1.8929  -0.2650  3.5550
H  2.9798  2.2942  -0.5465
H  6.3930  -1.0380  -0.3320
C  -0.4486  2.0828  -0.9859
N  -3.7787  -2.0373  -0.2097
C  2.4062  2.0109  -2.5842
H  5.1951  -1.0321  -2.7961
H  -0.2723  -4.7490  3.7930
H  -1.0214  0.0521  -1.0241
C  0.9430  1.6425  -0.5037
O  -3.3792  1.3477  -4.1112
C  -3.9633  0.5532  -0.5160
H  5.1092  1.5580  -3.3683
H  -6.9152  -0.7204  -3.1207
H  5.1660  0.2120  -0.0962
H  -5.4491  0.1219  -3.5262
C  4.7574  1.0549  -2.4635
C  -0.2838  -2.9212  2.6242
P  -2.4028  0.4252  -3.1706
C  1.6809  1.1895  3.9485
H  0.7811  1.3103  4.5536
H  6.6189  -0.0215  -2.4340
N  -3.4722  3.6325  -1.8014
H  -1.1540  -4.4682  1.3703
H  -3.6997  0.9323  0.4718
H  3.0847  0.2060  -3.5581
H  1.8435  3.5066  -1.1129
H  1.5903  1.8161  3.0604
H  -3.8244  -1.2131  -3.6642
H  2.9526  2.8344  -3.0520
C  -0.4273  -3.6787  3.9351
H  -1.6585  0.9083  0.3896
H  1.0827  0.5650  -0.6178
C  -6.2659  0.6465  -1.6347
H  3.8149  -0.1009  3.2325
O  -0.4471  -1.5162  2.8474
H  4.6751  -1.4001  -0.5846
H  -5.4465  -1.2336  -2.3139
C  2.0189  -1.1604  4.7770
C  -1.2801  -3.4056  1.5829
O  -2.9901  -1.0926  -3.1973
H  -1.3398  -1.3821  3.1842
C  2.0742  2.4387  -1.1440
C  5.5742  -0.2099  -2.1857
H  -1.1618  -2.8496  0.6535
C  -1.4684  0.9916  -0.6812
H  0.7324  -3.0416  2.2453
C  3.2671  0.7422  -2.6243
C  -5.9753  -0.3651  -2.7031
C  -3.1605  2.5415  -1.6326
Br  -8.0123  1.3432  -1.6975
H  1.1276  -1.1048  5.4033
H  -0.7008  3.0031  -0.4589
C  -5.3959  1.0418  -0.7158
H  0.9760  1.8361  0.5739
H  2.5351  1.5554  4.5259

Atomic partial charges in e from the Mulliken method, atoms 1 to 4: number 1, H, carries 0.362; number 2, H, carries 0.257; number 3, H, carries 0.419; number 4, H, carries 0.283

---

# 3
Here is a cluster of 2 separate species, C4H9O3 in total at a distorted geometry from OMol25. Energies are from ωB97M-V/def2-TZVPD.

Output
- Lowest unoccupied orbital energy (spin up / spin down): -6.0 / -5.1 eV
- Relative energy (zero: lowest compared OMol25 entry of this formula, charge and spin): 116.06 kcal per mole
- E_HOMO (spin up / spin down): -0.50811 / -0.51177 Ha
- Energy: -10422.2419 eV
- Frontier orbital gap (spin up / spin down): 7.866 / 8.820 eV
- Maximum force: 5.8 eV Å⁻¹
- Total charge: +1

Element x y z (Å)
O  -0.9074  0.4575  0.5686
H  0.6434  1.6239  -0.8915
H  2.4041  1.3438  -0.9262
O  0.8706  -2.2630  -1.9547
C  1.4663  1.0197  -0.5847
H  1.4268  0.7258  0.4809
H  -1.4721  0.3120  -0.1171
C  -1.3759  1.3261  1.6798
C  1.2369  -1.3444  -1.2619
H  -0.4968  2.0767  1.8949
H  0.9393  -3.9681  -2.8712
H  -1.3807  0.7070  2.6206
O  1.0452  -0.1596  -1.4210
C  0.4757  -3.4298  -2.0954
H  -0.5375  -3.8036  -1.8292
H  -2.1848  1.9046  1.2716

Atomic partial charges in e from the Mulliken method, atoms 1 to 4: number 1, O, carries -0.462; number 2, H, carries 0.264; number 3, H, carries 0.366; number 4, O, carries -0.058